# 1
{
  "formula": "C4H2Cl2N3",
  "method": "ωB97M-V with the def2-TZVPD basis set",
  "multiplicity": 1,
  "total_charge": 1,
  "smiles": "N=C=C(Cl)N=C=[N+]=CCl",
  "gap_ev": [6.72, 6.73],
  "e_above_lowest_ev": 1.8805,
  "symbols": ["N", "C", "C", "Cl", "N", "C", "N", "C", "Cl", "H", "H"],
  "coordinates": [[-0.81, -1.63, -0.24], [-0.46, -0.68, 0.40], [-0.51, 0.00, 1.62], [-0.92, -0.99, 2.91], [-0.13, 1.24, 1.74], [0.03, 1.75, 0.59], [0.40, 1.52, -0.56], [0.67, 0.48, -1.35], [2.20, 0.40, -2.13], [-0.45, -2.31, -0.92], [-0.01, 0.23, -2.05]],
  "lowdin_charge": [0.285, -0.123, -0.728, 0.879, 0.165, -0.045, 0.144, -0.545, 0.767, 0.153, 0.049]
}

***

# 2
{
  "formula": "C4H2Cl2O2",
  "method": "ωB97M-V with the def2-TZVPD basis set",
  "multiplicity": 1,
  "total_charge": 0,
  "gap_ev": [7.62, 7.60],
  "e_above_lowest_ev": 3.5318,
  "symbols": ["C", "C", "C", "C", "O", "O", "Cl", "Cl", "H", "H"],
  "coordinates": [[1.44, -1.76, -0.50], [0.79, -0.70, -1.11], [-0.67, -0.32, 0.29], [0.40, 0.46, -0.19], [2.37, -2.46, -0.38], [0.33, -0.71, -2.25], [-2.10, -0.29, -0.61], [1.75, 0.78, 0.91], [-0.62, -0.98, 1.26], [0.30, 1.48, -0.69]],
  "lowdin_charge": [-0.050, -0.576, -0.611, -0.731, 0.223, 0.023, 0.756, 0.683, 0.140, 0.143]
}

***

# 3
{
  "formula": "C4H2ClF2N",
  "method": "ωB97M-V with the def2-TZVPD basis set",
  "multiplicity": 1,
  "total_charge": 0,
  "smiles": "N#C[C@@]1(F)[C@H](F)[C@@H]1Cl",
  "gap_ev": 11.19,
  "e_above_lowest_ev": 0.9063,
  "symbols": ["N", "C", "C", "F", "C", "F", "C", "Cl", "H", "H"],
  "coordinates": [[-2.79, 0.18, 1.62], [-1.78, 0.24, 1.09], [-0.50, 0.29, 0.48], [0.39, 1.30, 0.67], [0.32, -0.98, 0.46], [1.58, -0.80, 1.06], [-0.20, -0.49, -0.84], [0.94, 0.17, -1.97], [-0.14, -1.87, 0.81], [-1.05, -1.10, -1.30]],
  "lowdin_charge": [0.192, -0.122, -0.398, 0.066, -0.226, 0.026, -0.543, 0.706, 0.149, 0.150]
}

***

# 4
{
  "formula": "C4H2ClN4P",
  "method": "ωB97M-V with the def2-TZVPD basis set",
  "multiplicity": 1,
  "total_charge": 0,
  "gap_ev": 8.86,
  "symbols": ["C", "C", "C", "C", "N", "N", "N", "N", "P", "Cl", "H", "H"],
  "coordinates": [[0.04, -1.51, -1.74], [-1.89, 0.09, 0.29], [0.27, -0.44, -0.83], [-0.58, -0.43, 0.40], [-0.15, -2.40, -2.43], [-2.94, 0.55, 0.23], [1.16, 0.43, -1.03], [0.38, 0.87, 1.33], [1.34, 1.64, 0.15], [3.15, 1.08, 0.78], [-0.49, -1.33, 1.02], [-0.28, 1.46, 1.82]],
  "lowdin_charge": [-0.145, -0.215, -0.395, -0.125, 0.202, 0.193, -0.119, -0.204, 0.413, 0.222, 0.141, 0.031]
}

***

# 5
{
  "formula": "C4H2ClNS2",
  "method": "ωB97M-V with the def2-TZVPD basis set",
  "multiplicity": 1,
  "total_charge": 0,
  "smiles": "N#C/C(=C/Cl)C(=S)S",
  "gap_ev": 8.30,
  "e_above_lowest_ev": 0.3803,
  "symbols": ["N", "C", "C", "C", "Cl", "C", "S", "S", "H", "H"],
  "coordinates": [[1.72, 2.79, 0.38], [1.04, 1.92, 0.08], [0.09, 0.83, -0.17], [-1.23, 1.07, -0.30], [-2.46, -0.07, -0.34], [0.56, -0.56, -0.08], [1.48, -1.25, -1.23], [0.27, -1.10, 1.55], [-1.57, 2.11, -0.30], [0.71, -2.38, 1.23]],
  "lowdin_charge": [0.173, -0.180, -0.470, -0.549, 0.716, -1.233, 0.717, 0.805, 0.093, -0.073]
}

***

# 6
{
  "formula": "C4H2ClNS2",
  "method": "ωB97M-V with the def2-TZVPD basis set",
  "multiplicity": 1,
  "total_charge": 0,
  "smiles": "N#C/C(=C/Cl)C(=S)S",
  "gap_ev": 8.09,
  "e_above_lowest_ev": 0.3836,
  "symbols": ["N", "C", "C", "C", "Cl", "C", "S", "S", "H", "H"],
  "coordinates": [[-1.97, 2.07, 0.67], [-1.10, 1.39, 0.32], [0.02, 0.51, 0.07], [1.24, 1.08, -0.17], [2.52, 0.08, -0.48], [-0.20, -0.98, 0.16], [0.61, -1.89, 1.24], [-1.27, -1.53, -1.02], [1.39, 2.12, -0.09], [-1.26, -2.85, -0.70]],
  "lowdin_charge": [0.170, -0.209, -0.438, -0.529, 0.737, -1.255, 0.685, 0.839, 0.081, -0.079]
}

***

# 7
{
  "formula": "C4H2INO2",
  "method": "ωB97M-V with the def2-TZVPD basis set",
  "multiplicity": 1,
  "total_charge": 0,
  "gap_ev": 7.89,
  "e_above_lowest_ev": 2.5781,
  "symbols": ["C", "C", "C", "C", "N", "O", "O", "I", "H", "H"],
  "coordinates": [[1.16, 0.59, 0.70], [0.33, -1.71, -0.02], [0.56, -0.44, 0.28], [-1.69, 0.56, -0.83], [1.68, 1.66, 0.90], [-1.70, 1.69, -0.65], [-0.83, -2.08, -0.69], [0.83, 3.52, 0.75], [1.02, -2.58, 0.25], [-1.35, -1.21, -0.70]],
  "lowdin_charge": [-0.341, -0.151, -0.080, 0.097, -0.422, 0.033, -0.051, 0.765, 0.148, 0.003]
}

***

# 8
{
  "formula": "C4H2MgO2",
  "method": "ωB97M-V with the def2-TZVPD basis set",
  "multiplicity": 2,
  "total_charge": 1,
  "gap_ev": [8.26, 7.19],
  "e_above_lowest_ev": 5.1264,
  "symbols": ["H", "C", "C", "O", "O", "Mg", "C", "C", "H"],
  "coordinates": [[-1.13, -2.05, -0.46], [-0.43, -1.32, -0.07], [-0.33, 0.02, 0.21], [0.82, -1.63, 0.29], [1.06, -0.28, 0.68], [3.02, 0.65, 0.25], [-0.97, 1.47, -0.39], [-1.15, 1.15, 0.82], [-0.90, 1.99, -1.34]],
  "lowdin_charge": [0.165, 0.029, -0.348, 0.038, -0.239, 1.036, 0.128, 0.076, 0.114]
}

***

no.,energy (Ha)
1,-1237.77802
2,-1224.34420
3,-868.21138
4,-1174.15421
5,-1464.88569
6,-1464.88557
7,-656.42090
8,-503.60632